{
  "formula": "ClO5PS",
  "method": "ωB97M-V/def2-TZVPD",
  "charge": -2,
  "de_lowest_kj_mol": 76.3,
  "orbital_gap_ev": 7.37,
  "e_lumo_ev": 6.0,
  "species": ["O", "O", "O", "O", "O", "P", "S", "Cl"],
  "xyz": [[-0.61721, -2.06006, -0.00519], [0.05684, 0.39642, 0.98939], [-2.49780, -0.30454, 0.52659], [-0.50744, 0.24795, -1.26482], [1.28713, 2.13916, -0.36618], [-1.11474, -0.68816, 0.16591], [0.90193, 0.73095, -0.37038], [5.94723, -0.58672, 0.31201]],
  "nbo_charge": [-1.1153, -0.9666, -1.1224, -0.9935, -0.9294, 2.4300, 1.6964, -0.9993]
}